No. 1
Density functional theory data (ωB97M-V/def2-TZVPD) for a structure of composition C4H5NO2 in a non-equilibrium geometry.

Results
- largest force on an atom (eV/A) = 10.04
- net charge = 0
- ΔE to the lowest compared entry with this formula, charge and spin (kJ/mol) = 514.1
- E_LUMO (alpha / beta) (eV) = 0.7 / 0.7
- frontier orbital gap (alpha / beta) (eV) = 8.4 / 8.4
- energy (eV) = -9808.9867

The geometry in XYZ format:
```
12
Properties=species:S:1:pos:R:3:forces:R:3:lowdin_charge:R:1
C -0.9851 1.2626 -0.4198 4.376 -8.883 1.673 0.079
C -2.1291 -0.6385 0.1446 -0.976 1.052 1.069 -0.206
C 0.0020 -0.3766 -0.1410 -2.862 4.826 -0.427 -0.084
C 1.4933 -0.4097 -0.1730 -0.239 -0.373 -2.747 -0.290
N -0.9674 -1.1519 0.2901 2.774 -0.614 -1.293 0.057
O -2.1061 0.7135 -0.1553 -2.401 0.758 -0.398 -0.033
O 1.9704 0.7359 0.3944 0.883 1.990 0.754 -0.054
H -0.4930 2.1051 -0.7837 -0.708 1.807 -0.509 0.074
H -3.0058 -1.1262 0.5779 -0.025 1.006 -0.530 0.129
H 1.8988 -1.2820 0.2764 0.149 -1.061 0.499 0.105
H 1.9457 -0.3594 -1.2332 -1.226 -0.558 1.122 0.142
H 2.3763 0.5271 1.2227 0.253 0.049 0.788 0.082
```
Forces are in eV/Å.

---

No. 2
Density functional theory data (ωB97M-V/def2-TZVPD) for a structure of composition C4H5NO2 in a non-equilibrium geometry.

Results
- largest force on an atom (eV/A) = 1.81
- net charge = 0
- ΔE to the lowest compared entry with this formula, charge and spin (kJ/mol) = 416.3
- E_LUMO (eV) = 0.9
- frontier orbital gap (eV) = 10.9
- energy (eV) = -9810.0005

The geometry in XYZ format:
```
12
Properties=species:S:1:pos:R:3:forces:R:3:lowdin_charge:R:1
O -0.2264 1.6746 -0.7494 -0.049 0.096 1.229 0.014
C 0.0706 0.4380 -1.1967 1.325 -0.535 0.414 -0.121
C -0.7221 -0.5395 -0.3523 -0.105 -0.104 -0.223 -0.204
C -0.0271 -1.2731 0.7120 0.122 -0.205 0.099 -0.067
N -0.5498 0.0835 0.9648 -0.049 0.157 0.146 0.036
C 0.4377 1.1116 0.5451 -0.833 0.912 -0.387 -0.324
O 1.4727 0.5708 -0.1388 -0.911 -0.506 -1.485 -0.027
H 0.1994 0.2857 -2.2775 0.299 0.135 0.457 0.160
H -1.7311 -0.7883 -0.6743 0.180 0.081 -0.028 0.147
H 1.0468 -1.3914 0.6340 -0.164 -0.021 0.021 0.115
H -0.5743 -2.0544 1.2308 0.053 0.159 -0.037 0.112
H 0.6036 1.8824 1.3021 0.132 -0.168 -0.206 0.160
```
Forces are in eV/Å.

---

No. 3
Density functional theory data (ωB97M-V/def2-TZVPD) for an isolated molecule of C4H5NO2 in a non-equilibrium geometry.

Results
- largest force on an atom (eV/A) = 1.76
- net charge = 0
- ΔE to the lowest compared entry with this formula, charge and spin (kJ/mol) = 166.4
- E_LUMO (eV) = 0.9
- frontier orbital gap (eV) = 11.0
- energy (eV) = -9812.5900

The geometry in XYZ format:
```
12
Properties=species:S:1:pos:R:3:forces:R:3:lowdin_charge:R:1
O 1.0081 -1.0469 2.2958 0.152 0.373 -0.305 0.079
C 1.0036 -0.2717 1.3737 0.078 -0.283 0.370 -0.224
C 0.3907 -0.6061 0.0483 -0.140 0.062 0.263 -0.248
C -1.0470 -0.0345 0.1186 0.090 0.968 0.853 -0.149
N -1.2901 0.4501 -1.2420 0.314 0.387 0.070 0.080
C -0.1280 0.6419 -1.7118 -0.412 0.045 -0.009 -0.216
O 0.9494 0.2005 -1.0062 -0.076 0.051 0.051 -0.018
H 1.3268 0.7865 1.4559 0.137 -0.115 0.131 0.143
H 0.5609 -1.6595 -0.2177 -0.508 0.215 0.200 0.167
H -1.8427 -0.4935 0.6883 -0.193 -1.519 -0.876 0.119
H -1.0562 0.8462 0.8155 0.701 0.133 -0.794 0.130
H 0.1246 1.1870 -2.6183 -0.143 -0.317 0.048 0.138
```
Forces are in eV/Å.

---

No. 4
Density functional theory data (ωB97M-V/def2-TZVPD) for an isolated molecule of C4H5NO2 in a non-equilibrium geometry.

Results
- largest force on an atom (eV/A) = 1.90
- net charge = 0
- ΔE to the lowest compared entry with this formula, charge and spin (kJ/mol) = 447.4
- E_LUMO (eV) = -0.3
- frontier orbital gap (eV) = 8.9
- energy (eV) = -9809.6779

The geometry in XYZ format:
```
12
Properties=species:S:1:pos:R:3:forces:R:3:lowdin_charge:R:1
O 1.7748 1.4879 0.9997 0.198 -0.410 -0.158 0.096
C 2.0637 0.4518 0.4649 0.146 0.416 0.108 -0.143
C 1.0205 -0.5516 -0.0130 -0.025 -0.195 -0.100 -0.414
O 1.3251 -1.6176 -0.4993 0.053 0.327 0.098 0.106
N -0.2591 -0.1901 0.3018 0.215 -0.289 -0.034 -0.118
C -1.3872 -0.6404 -0.3605 -0.025 -1.064 0.451 -0.077
C -0.9885 1.0104 0.0042 -0.934 -0.566 -0.055 -0.003
H 3.1031 0.1268 0.2820 -0.024 0.032 -0.019 0.130
H -2.2138 -1.0562 0.1855 0.018 -0.192 0.317 0.111
H -1.2093 -1.0236 -1.3728 -0.255 0.311 0.226 0.132
H -1.6741 0.7132 -0.8893 0.835 1.621 -0.519 0.100
H -1.5552 1.2895 0.8968 -0.202 0.009 -0.315 0.082
```
Forces are in eV/Å.

---

No. 5
Density functional theory data (ωB97M-V/def2-TZVPD) for an isolated molecule of C4H5NO2 in a non-equilibrium geometry.

Results
- largest force on an atom (eV/A) = 5.20
- net charge = 0
- ΔE to the lowest compared entry with this formula, charge and spin (kJ/mol) = 815.0
- E_LUMO (alpha / beta) (eV) = 0.6 / 0.6
- frontier orbital gap (alpha / beta) (eV) = 8.7 / 8.7
- energy (eV) = -9805.8674

The geometry in XYZ format:
```
12
Properties=species:S:1:pos:R:3:forces:R:3:lowdin_charge:R:1
C -1.4894 -0.8570 0.2474 1.587 0.493 0.015 -0.150
C -0.2367 -1.0429 1.0473 0.069 -1.638 0.305 -0.081
C -1.5794 0.2353 -0.4523 4.433 0.853 2.579 0.195
C 0.6578 -0.0327 0.9666 -1.308 -1.751 -0.323 -0.190
N 0.2654 1.0673 0.3257 -4.706 0.090 -1.720 -0.062
O 1.5432 0.6573 -1.5083 -2.522 -2.118 0.683 0.006
O 1.0402 1.6447 -0.5472 1.119 1.155 -0.066 -0.115
H -2.2122 -1.5927 0.0296 -0.770 -1.159 0.455 0.087
H 0.0283 -2.0330 1.5310 -0.650 1.542 -0.444 0.113
H -1.9560 0.9590 -1.0699 -1.204 1.173 -1.250 0.044
H 1.6516 -0.0786 1.2752 1.533 -0.238 0.678 0.109
H 2.2872 1.0732 -1.8452 2.421 1.598 -0.911 0.044
```
Forces are in eV/Å.

---

No. 6
Density functional theory data (ωB97M-V/def2-TZVPD) for a cluster of 2 separate species, C4H5NO2 in total.

Results
- largest force on an atom (eV/A) = 0.75
- net charge = 0
- ΔE to the lowest compared entry with this formula, charge and spin (kJ/mol) = 464.5
- E_LUMO (eV) = 0.1
- frontier orbital gap (eV) = 10.2
- energy (eV) = -9809.5011

The geometry in XYZ format:
```
12
Properties=species:S:1:pos:R:3:forces:R:3:lowdin_charge:R:1
O 1.4604 1.8051 1.6490 0.042 -0.537 -0.524 0.160
C 1.3551 0.9263 0.8816 0.193 0.176 0.193 -0.364
N 1.3631 0.0577 0.0373 0.092 0.403 0.508 0.098
C 0.4489 -1.0188 -0.2600 -0.159 -0.104 0.015 -0.183
C -0.9947 -0.6730 0.0209 0.048 -0.139 -0.264 -0.286
O -1.3315 -0.4621 1.4236 -0.054 0.245 0.013 0.034
C -1.3707 0.6085 0.7051 -0.137 -0.423 0.237 0.051
H 0.0999 1.4448 -1.5709 -0.070 0.150 -0.162 0.061
H 0.7583 -1.9019 0.3132 -0.133 0.054 -0.087 0.127
H 0.5414 -1.2786 -1.3192 -0.010 0.110 0.149 0.119
H -1.7666 -1.2028 -0.5297 0.122 -0.028 0.100 0.128
H -0.5636 1.6947 -1.3510 0.065 0.094 -0.178 0.054
```
Forces are in eV/Å.

---

No. 7
Density functional theory data (ωB97M-V/def2-TZVPD) for an isolated molecule of C4H5NO2 in a non-equilibrium geometry.

Results
- largest force on an atom (eV/A) = 6.03
- net charge = 0
- ΔE to the lowest compared entry with this formula, charge and spin (kJ/mol) = 470.0
- E_LUMO (eV) = -1.3
- frontier orbital gap (eV) = 7.7
- energy (eV) = -9809.4438

The geometry in XYZ format:
```
12
Properties=species:S:1:pos:R:3:forces:R:3:lowdin_charge:R:1
C 0.8958 2.0484 -0.0103 1.438 -2.131 -0.090 0.146
C 1.0125 0.7094 0.2639 -5.913 1.039 0.610 -0.237
N 2.1892 0.1527 0.5700 3.423 -2.695 0.565 -0.038
O 2.3177 -1.0894 0.7163 -1.157 2.890 -0.489 -0.022
C -0.5324 -0.0580 0.7129 2.658 1.791 0.314 -0.331
C -0.8088 -1.3959 0.1045 0.852 -2.341 1.027 -0.047
O -1.1802 0.5702 1.5280 0.787 -1.439 -1.717 0.080
H 1.7783 2.6478 -0.1489 0.425 0.043 0.087 0.069
H -0.0130 2.5504 -0.2425 -0.815 -0.088 0.183 0.067
H -0.7062 -1.4110 -0.9965 -0.852 0.465 0.441 0.087
H 0.0263 -2.2391 0.3005 -1.526 2.306 0.294 0.129
H -1.7530 -1.7577 0.6015 0.680 0.161 -1.226 0.095
```
Forces are in eV/Å.

---

No. 8
Density functional theory data (ωB97M-V/def2-TZVPD) for a structure of composition C4H5NO2.

Results
- largest force on an atom (eV/A) = 0.76
- net charge = 0
- ΔE to the lowest compared entry with this formula, charge and spin (kJ/mol) = 462.6
- E_LUMO (eV) = 0.8
- frontier orbital gap (eV) = 10.1
- energy (eV) = -9809.5200

The geometry in XYZ format:
```
12
Properties=species:S:1:pos:R:3:forces:R:3:lowdin_charge:R:1
N 0.1348 -0.9019 1.4614 0.054 -0.132 -0.039 0.111
C 0.2011 -0.2585 0.2056 0.086 -0.020 0.043 -0.466
C 1.3167 0.6367 -0.1078 0.141 -0.420 -0.182 0.114
C -0.4115 1.1194 -0.1654 -0.037 0.345 0.212 -0.152
O -1.0190 0.5824 -1.3465 0.000 -0.002 -0.035 0.066
C -0.6767 -0.7083 -0.9606 -0.150 -0.595 -0.208 -0.390
O -1.0891 -1.7335 -1.4012 0.293 0.663 0.217 0.169
H 1.0621 -1.1363 1.7946 -0.137 0.064 0.011 0.088
H -0.4450 -1.7330 1.4352 0.028 0.132 0.014 0.092
H 0.4745 1.8623 -0.2871 -0.266 0.206 -0.180 0.127
H 1.5084 0.6648 -1.1903 -0.076 -0.033 0.170 0.073
H -1.0562 1.6057 0.5622 0.064 -0.206 -0.022 0.168
```
Forces are in eV/Å.

---

No. 9
Density functional theory data (ωB97M-V/def2-TZVPD) for an isolated molecule of C4H5NO2 in a non-equilibrium geometry.

Results
- largest force on an atom (eV/A) = 8.61
- net charge = 0
- ΔE to the lowest compared entry with this formula, charge and spin (kJ/mol) = 290.9
- E_LUMO (eV) = 0.8
- frontier orbital gap (eV) = 8.6
- energy (eV) = -9811.2996

The geometry in XYZ format:
```
12
Properties=species:S:1:pos:R:3:forces:R:3:lowdin_charge:R:1
N -1.3650 -1.1877 0.1162 -1.419 -0.313 1.704 0.044
C -0.2881 -0.2156 0.0683 -0.553 -5.042 -0.753 -0.338
C -0.5026 1.0319 -0.2755 1.628 7.788 -3.293 -0.090
C 0.7623 1.6889 -0.3799 0.664 0.887 1.372 -0.012
O 1.8408 0.6763 0.0594 -4.109 1.781 -1.499 0.062
C 1.0804 -0.4089 0.1699 0.021 -0.151 2.163 -0.379
O 1.7126 -1.4426 0.7351 0.064 -0.644 -0.807 0.123
H -1.9823 -1.4882 -0.6679 1.759 0.775 -0.072 0.088
H -2.1032 -0.8113 0.7579 1.228 -0.579 -0.340 0.089
H -1.4319 1.5284 -0.7488 1.547 -0.973 1.359 0.150
H 1.1305 2.8312 -0.3812 -0.908 -3.269 -0.158 0.144
H 1.1465 -2.2025 0.5465 0.078 -0.260 0.325 0.118
```
Forces are in eV/Å.

---

No. 10
Density functional theory data (ωB97M-V/def2-TZVPD) for an isolated molecule of C4H5NO2 in a non-equilibrium geometry.

Results
- largest force on an atom (eV/A) = 1.08
- net charge = 0
- ΔE to the lowest compared entry with this formula, charge and spin (kJ/mol) = 72.7
- E_LUMO (eV) = 0.7
- frontier orbital gap (eV) = 9.4
- energy (eV) = -9813.5617

The geometry in XYZ format:
```
12
Properties=species:S:1:pos:R:3:forces:R:3:lowdin_charge:R:1
C -1.9396 0.4471 0.1713 0.115 0.023 0.035 -0.040
C -0.4866 0.1032 -0.0705 0.010 -0.328 0.058 -0.306
C -0.0398 -1.1173 -0.4319 -0.322 0.019 -0.009 -0.069
O 1.3245 -1.1157 -0.4078 0.029 -0.051 -0.071 0.090
C 1.6484 0.1166 -0.0166 -0.375 -0.067 0.048 -0.464
O 2.9854 0.1649 0.1209 -0.314 0.467 -0.040 0.134
N 0.6372 0.9232 0.1831 0.917 -0.568 0.049 0.174
H -2.0749 1.2524 0.8985 0.257 -0.073 -0.134 0.076
H -2.5043 0.7168 -0.7311 0.351 0.002 0.106 0.076
H -2.4155 -0.4448 0.5946 -0.006 0.188 -0.110 0.076
H -0.4884 -2.0571 -0.7032 -0.147 0.123 0.041 0.127
H 3.3535 1.0107 0.3928 -0.515 0.264 0.027 0.126
```
Forces are in eV/Å.

---

Question: energy of number 4 (C4H5NO2)?
Answer: -9809.6779 eV